Record 1
A cluster of 2 separate species, C5H14BN in total. Source: OMol25; level of theory: the ωB97M-V functional and the def2-TZVPD basis.

## Properties
Maximum force ... 4.8 eV/Å
HOMO level ... -9.2 eV
HOMO-LUMO gap ... 10.00 eV
E_tot ... -278.45030 a.u.
SMILES ... C=C(C)C.BNC

Geometry as XYZ:
```
21
Properties=species:S:1:pos:R:3:forces:R:3:mulliken_charge:R:1
C -1.107952 0.813692 -1.189178 2.469 0.129 -0.541 -1.011
C -1.551323 0.236290 -0.075223 -2.218 0.514 0.247 1.042
C -1.616112 -1.260025 0.182948 1.871 1.280 -4.259 -1.436
C -2.286327 1.105973 0.968749 -1.672 1.308 -2.410 -1.300
H -0.834634 1.905723 -1.263602 -1.126 -1.113 0.115 0.275
H -0.533291 0.219335 -1.954594 -0.918 0.409 0.749 0.349
H -2.551712 -1.665045 0.005536 -2.383 -0.399 -0.184 0.447
H -1.378981 -1.485755 1.158003 1.194 -0.741 2.044 0.413
H -1.026225 -1.742781 -0.681560 -0.199 0.312 1.853 0.244
H -3.121311 1.868431 0.539156 1.774 -2.118 0.515 0.265
H -2.765264 0.553486 1.743326 -0.140 -0.475 0.633 0.375
H -1.588657 1.791871 1.338221 1.154 0.928 1.149 0.335
B 2.101101 1.110787 0.152712 0.630 -2.055 2.487 0.096
N 1.985511 -0.099473 -0.508443 -0.490 0.902 -1.027 -0.103
C 2.511731 -1.359125 -0.079495 1.054 0.308 0.902 -0.781
H 2.540063 1.024163 1.340123 -0.149 0.350 -1.352 -0.107
H 1.650497 2.045547 -0.275269 -0.583 1.642 -0.806 -0.099
H 1.517476 -0.079959 -1.408788 0.132 -0.222 0.260 0.179
H 1.743104 -2.073019 0.270148 0.357 0.573 0.595 0.211
H 2.970897 -1.892307 -0.889355 0.532 -0.097 -0.613 0.325
H 3.341402 -1.017815 0.626578 -1.291 -1.436 -0.358 0.281
```
Forces are in eV/Å.

***

Record 2
A cluster of 2 separate species, C5H14Cl3O2PSSi in total. Source: OMol25; level of theory: the ωB97M-V functional and the def2-TZVPD basis.

## Properties
Maximum force ... 1.4 eV/Å
HOMO level ... -8.7 eV
HOMO-LUMO gap ... 9.22 eV
E_tot ... -2758.97238 a.u.
SMILES ... CCOCCO[SiH2][PH2]=S.ClC(Cl)Cl

Geometry as XYZ:
```
27
Properties=species:S:1:pos:R:3:forces:R:3:mulliken_charge:R:1
C -1.136646 0.741259 3.411484 0.446 0.197 -0.348 -1.170
C -0.652223 1.046669 1.987599 -0.301 -0.045 0.482 -0.020
O 0.765565 1.006054 1.940646 -0.076 -0.267 -0.117 -0.406
C 1.338459 0.356745 0.826338 0.298 0.201 0.149 -0.137
C 1.846571 1.369830 -0.193051 0.473 -0.076 0.300 -0.401
O 2.149458 0.764868 -1.445755 -0.770 0.392 -0.350 -0.369
Si 0.870966 0.408272 -2.456886 1.063 -0.900 0.012 0.554
P -0.918151 1.726179 -2.220168 -0.644 0.136 -0.062 0.039
S -2.375538 1.219126 -3.416131 0.113 -0.094 -0.174 -0.374
H -0.277431 0.428750 3.990442 0.166 -0.075 0.203 0.324
H -1.853670 -0.066988 3.420809 -0.305 -0.091 0.051 0.306
H -1.551275 1.628182 3.871567 -0.201 0.059 0.209 0.276
H -1.011595 2.033054 1.699563 0.049 0.180 -0.231 0.261
H -1.095247 0.318831 1.311373 0.144 -0.141 -0.311 0.229
H 0.678744 -0.384746 0.374501 -0.335 0.028 -0.075 0.221
H 2.206856 -0.184621 1.190029 0.092 -0.237 0.090 0.255
H 2.775271 1.771452 0.197232 0.202 0.178 -0.031 0.271
H 1.174029 2.224911 -0.268715 -0.332 -0.013 -0.215 0.295
H 0.403704 -0.951970 -2.152977 -0.148 0.197 -0.017 -0.128
H 1.312981 0.404293 -3.861497 0.000 0.319 0.036 -0.171
H -1.302798 1.604368 -0.870011 0.280 0.244 0.103 0.044
H -0.480328 3.065859 -2.311160 0.007 -0.035 0.198 0.103
Cl -1.325648 -5.530398 -1.643445 0.009 0.015 0.024 -0.125
C -0.588906 -4.115646 -0.893593 -0.012 0.017 -0.079 0.044
Cl 1.143105 -4.054303 -1.231780 0.013 0.010 0.029 -0.119
Cl -1.378043 -2.633486 -1.433088 -0.235 -0.191 0.101 -0.080
H -0.718211 -4.196543 0.176672 0.002 -0.008 0.024 0.279
```
Forces are in eV/Å.

***

Record 3
A cluster of 2 separate species, C5H14ClN2 in total. Source: OMol25; level of theory: the ωB97M-V functional and the def2-TZVPD basis.

## Properties
Maximum force ... 4.6 eV/Å
HOMO level ... -12.9 eV
Net charge ... +1
HOMO-LUMO gap ... 9.65 eV
E_tot ... -768.28631 a.u.

Geometry as XYZ:
```
22
Properties=species:S:1:pos:R:3:forces:R:3:mulliken_charge:R:1
C -1.603501 0.414764 0.437753 -1.350 -1.037 -0.690 -1.679
C -0.410090 -1.876237 0.326281 -0.681 -1.069 0.496 -1.493
C 0.999110 1.783278 -0.198950 0.041 1.787 1.154 -1.498
C -0.609517 -0.498885 -0.209408 2.351 0.295 2.307 0.622
C 1.250386 0.384372 0.198410 -2.249 -0.932 0.370 0.494
N 1.496951 0.248682 1.588909 -0.109 1.003 -2.491 -0.297
N -0.657787 -0.572551 -1.631578 1.447 3.851 -1.956 -0.124
Cl 2.381795 -0.527079 -1.006422 -0.858 0.555 1.236 -0.172
H -1.230605 0.689492 1.397591 0.047 0.077 0.887 0.416
H -1.767365 1.306965 -0.121747 0.205 0.881 -0.572 0.475
H -2.653537 0.027955 0.505658 0.962 -0.256 0.268 0.383
H 0.567714 -2.039625 0.683674 1.357 0.124 0.708 0.312
H -1.068587 -2.157123 1.136993 -0.343 0.207 0.182 0.357
H -0.451335 -2.717725 -0.363988 -0.553 0.238 -0.637 0.386
H 0.704673 2.115555 -1.143033 0.597 -0.691 -2.753 0.505
H 0.040937 2.091356 0.162109 -0.456 0.069 1.673 0.422
H 1.689995 2.582911 0.107152 0.261 -0.709 0.248 0.386
H 1.492489 -0.657440 1.967923 0.144 -1.007 0.596 0.215
H 1.427808 1.038834 2.234902 0.061 -0.467 -0.765 0.236
H -0.670092 0.443644 -2.001289 -0.613 -2.034 0.149 0.435
H -1.191291 -1.219476 -2.162820 -1.889 -0.586 -0.189 0.335
H 0.261848 -0.861666 -1.908118 1.629 -0.301 -0.220 0.283
```
Forces are in eV/Å.

***

Record 4
A structure of composition C5H14Li2N2O6. Source: OMol25; level of theory: the ωB97M-V functional and the def2-TZVPD basis.

## Properties
Maximum force ... 2.3 eV/Å
HOMO level ... 0.4 eV
Net charge ... -2
HOMO-LUMO gap ... 4.13 eV
E_tot ... -774.95199 a.u.

Geometry as XYZ:
```
29
Properties=species:S:1:pos:R:3:forces:R:3:mulliken_charge:R:1
Li -1.607789 2.483108 -0.551793 2.150 -0.025 0.214 0.792
Li -0.086044 0.248197 -0.195823 -0.401 0.916 0.314 0.828
O -0.377764 1.879169 1.308399 -1.093 -1.982 -0.531 -0.787
C -1.166151 1.130351 2.210903 -0.119 0.961 -1.390 -0.493
C -1.223522 -0.440986 2.115803 1.658 -0.471 0.184 -0.322
O -1.313761 -1.122510 0.896810 -0.106 0.903 -0.441 -1.074
H -2.212854 1.495665 2.117407 -0.409 -0.167 0.160 0.154
H -0.865466 1.410076 3.235989 -0.050 -0.489 0.388 0.211
H -1.968990 -0.780855 2.861367 -0.351 0.114 -0.035 0.298
H -0.251555 -0.770467 2.545942 0.142 0.161 0.447 0.196
O 0.237482 4.510316 -0.948149 -0.747 -0.724 -0.470 -0.953
C 0.829748 3.706872 -1.915123 -0.468 1.256 1.482 -0.095
C -0.129942 2.737654 -2.659290 0.910 -0.083 -0.907 -0.778
O -0.529322 1.530370 -2.097462 -0.595 0.272 1.307 -0.944
H 1.703932 3.211984 -1.444839 -0.065 -0.866 -0.208 0.011
H 1.321899 4.379148 -2.655974 -0.119 -0.163 -0.775 0.326
H 0.354853 2.555978 -3.644356 0.346 -0.277 -0.206 0.327
H -0.970591 3.381599 -2.988485 -0.356 0.151 0.379 0.251
C 0.638276 -4.244866 0.486771 1.166 -0.278 -1.382 0.561
O 1.475525 -5.083493 0.098107 -0.675 0.032 0.707 -0.758
N -0.168806 -4.383104 1.574012 -0.129 0.265 0.269 -0.334
N 0.448296 -3.078668 -0.161913 -0.516 -0.292 0.615 -0.250
H -0.311218 -5.281591 1.987036 0.071 -0.019 0.019 0.188
H -0.762764 -3.590132 1.785363 -0.162 -0.239 0.135 0.216
H 1.056117 -2.847625 -0.919756 0.010 0.066 -0.044 0.122
H -0.280077 -2.453542 0.218343 0.088 0.955 -0.232 0.295
O 1.833529 0.015141 -0.841740 0.184 -0.443 -0.249 -0.533
H 2.566111 -0.566126 -0.612242 -0.122 0.021 0.158 0.213
H 1.760849 -0.031662 -1.805306 -0.243 0.447 0.090 0.333
```
Forces are in eV/Å.

***

Record 5
A cluster of 2 separate species, C5H14N in total. Source: OMol25; level of theory: the ωB97M-V functional and the def2-TZVPD basis.

## Properties
Maximum force ... 4.3 eV/Å
HOMO level ... -15.9 eV
Net charge ... +1
HOMO-LUMO gap ... 7.11 eV
E_tot ... -253.19047 a.u.

Geometry as XYZ:
```
20
Properties=species:S:1:pos:R:3:forces:R:3:mulliken_charge:R:1
C 0.719691 -0.634173 -2.205527 -0.568 1.676 -0.836 -1.236
C 0.196394 -0.411746 -0.740141 -1.259 -3.647 1.864 0.403
C 1.270554 0.360604 0.173313 1.064 2.030 1.594 -0.608
C 0.712019 0.766188 1.588232 -2.021 -0.792 -0.891 -0.598
C 0.023437 -0.395297 2.345519 1.282 -0.562 -0.757 -1.023
N -0.965779 0.230966 -0.601013 0.852 1.883 -1.513 -0.211
H 0.811772 0.329546 -2.712766 0.165 -0.162 0.003 0.398
H -0.098179 -1.179594 -2.672586 0.324 -0.228 -0.111 0.372
H 1.659705 -1.175762 -2.203924 -0.064 -0.050 0.399 0.369
H 0.160295 -1.446905 -0.326833 -0.009 0.475 -0.048 0.319
H 2.145017 -0.288561 0.229639 -0.251 -0.415 -0.308 0.403
H 1.575158 1.299444 -0.299445 -0.230 -0.292 -0.370 0.397
H 1.409468 1.311806 2.215715 0.426 -0.130 -0.300 0.405
H -0.107794 1.433370 1.288556 0.254 0.480 0.463 0.331
H 0.772568 -1.179287 2.504712 -0.138 -0.056 0.103 0.297
H -0.403681 -0.193177 3.319809 -0.124 0.505 -0.066 0.363
H -0.733956 -0.841626 1.690292 -0.186 0.047 0.330 0.239
H -3.330919 0.996334 -1.853581 0.035 0.012 -0.062 -0.134
H -1.842032 -0.144365 -0.216361 0.481 -0.748 0.454 0.370
H -3.973739 1.162236 -1.523613 -0.033 -0.025 0.053 0.143
```
Forces are in eV/Å.

***

Record 6
A cluster of 2 separate species, C5H14N in total. Source: OMol25; level of theory: the ωB97M-V functional and the def2-TZVPD basis.

## Properties
Maximum force ... 2.6 eV/Å
HOMO level ... -16.1 eV
Net charge ... +1
HOMO-LUMO gap ... 7.44 eV
E_tot ... -253.21760 a.u.

Geometry as XYZ:
```
20
Properties=species:S:1:pos:R:3:forces:R:3:mulliken_charge:R:1
C 0.397402 -0.860621 1.550146 0.723 -0.842 0.968 -1.227
C 0.343120 0.357727 0.485889 -1.741 1.160 -1.474 0.061
C -0.907049 0.364271 -0.432792 0.516 -0.338 0.008 0.607
C -2.180200 0.592165 0.358101 0.416 -0.267 0.428 -1.535
C -0.960466 -0.883240 -1.308040 0.237 -0.017 0.347 -1.536
N 1.502506 0.353469 -0.148777 0.438 -0.559 0.274 -0.122
H 0.488341 -1.780954 0.984177 -0.182 0.035 -0.125 0.410
H 1.264861 -0.769423 2.209328 -0.193 0.104 -0.079 0.463
H -0.528112 -0.814351 2.138917 0.202 0.296 -0.482 0.334
H 0.316437 1.216038 1.193236 0.268 -0.112 0.655 0.471
H -0.714687 1.206710 -1.100680 -0.141 0.160 0.049 0.296
H -2.399974 -0.251851 1.018370 -0.077 0.022 -0.132 0.355
H -2.129692 1.483698 0.964278 0.045 0.381 0.273 0.418
H -3.007842 0.723664 -0.309341 -0.467 -0.029 -0.396 0.418
H -1.228907 -1.769014 -0.736444 -0.012 -0.101 0.097 0.338
H -1.701055 -0.772851 -2.083918 -0.206 0.101 -0.254 0.424
H 0.007024 -1.037956 -1.777897 0.086 -0.142 -0.175 0.439
H 2.282412 0.533745 0.499764 0.083 0.148 0.016 0.384
H 4.706523 1.156508 -2.097531 -0.290 -0.208 0.721 0.182
H 4.449358 0.952261 -1.406792 0.294 0.207 -0.717 -0.180
```
Forces are in eV/Å.